# 1
H3IO3Si | ωB97M-V/def2-TZVPD

Geometry as ORCA input:
```
! wB97M-V def2-TZVPD RIJCOSX def2/J DEFGRID3
* xyz 0 1
O -0.2607 0.9568 1.3553
Si 0.1766 0.3623 -0.1325
O 1.5595 -0.3776 -0.5606
O -0.9170 -1.0233 -0.5134
I -0.2549 2.2196 -1.5881
H -0.2055 0.3007 1.9771
H 1.6576 -1.2963 -0.4279
H -1.7556 -1.1422 -0.1098
*
```

Summary:
**Calculated total energy**: -22173.9415 eV
**Energy above the lowest of the compared OMol25 structures with the same formula, charge and spin**: 18.5 kcal per mole
**Highest occupied orbital energy**: -9.93 eV
**SMILES**: O[Si](O)(O)I
**HOMO-LUMO gap**: 10.11 eV

Charge distribution, natural (NBO) scheme, values in e: number 1, O, carries -1.062; number 2, Si, carries 2.007; number 3, O, carries -1.097; number 4, O, carries -1.108; number 5, I, carries -0.231; number 6, H, carries 0.485; number 7, H, carries 0.516; number 8, H, carries 0.490


# 2
C33H69BrClNO15P2 | ωB97M-V/def2-TZVPD

Geometry as ORCA input:
```
! wB97M-V def2-TZVPD RIJCOSX def2/J DEFGRID3
* xyz 0 1
C -0.0528 -5.1448 1.8192
C -0.5488 -3.9797 0.9339
N -1.7376 -3.2895 1.4652
C -2.2383 -2.3715 0.4258
O -3.2804 -2.9276 -0.3564
C -3.0437 -2.7638 -1.7556
C -2.3822 -4.0077 -2.4093
C -1.0471 -3.7144 -3.1438
O -1.0087 -2.4225 -3.7266
C 0.3160 -1.9829 -3.9900
C 0.6459 -0.6701 -3.2233
C -4.4531 -2.5693 -2.4153
O -5.4066 -3.4759 -1.8956
C -6.7093 -2.9172 -2.0331
C -2.5983 -0.9749 1.0415
C -1.2051 -0.2854 1.3433
C -1.0921 0.1654 2.8398
C -0.4783 -0.9342 3.7573
Cl 1.1965 -0.4487 4.2372
O -3.3418 -0.2843 0.0441
C -4.4693 0.4266 0.5258
C -5.0853 1.1015 -0.7416
C -4.0411 1.9480 -1.5455
C -4.0570 1.4992 1.5972
C -4.8460 2.8389 1.5218
C -4.6026 3.7445 2.7844
C -3.7131 4.9677 2.3754
C -2.3159 4.4381 1.9687
C -1.3537 5.5733 1.4852
O -0.0292 5.4242 2.0169
C 0.5166 4.2171 1.6440
C 1.0738 3.9518 0.2481
O 0.5893 3.3443 2.4662
C -5.5896 -0.5294 1.0787
C -6.7989 0.2286 1.6584
O -6.7546 0.6111 2.7824
Br -8.4078 0.6292 0.6149
H 0.6022 -4.8219 2.6456
H 0.5914 -5.7812 1.1803
H -0.8596 -5.8112 2.1683
H -0.7197 -4.3855 -0.0834
H 0.2632 -3.2359 0.8555
H -2.4645 -3.9835 1.6263
H -1.3668 -2.1697 -0.2292
H -2.5147 -1.8200 -1.9703
H -2.1992 -4.7858 -1.6468
H -3.0587 -4.4859 -3.1391
H -0.1877 -3.9351 -2.4803
H -0.9679 -4.4515 -3.9742
H 0.4578 -1.7816 -5.0680
H 1.0738 -2.7354 -3.7083
H 1.1449 0.0837 -3.8552
H -0.2927 -0.2055 -2.8728
H 1.2789 -0.8355 -2.3369
H -4.7300 -1.5109 -2.2680
H -4.2870 -2.7258 -3.5033
H -6.7607 -2.1227 -2.7970
H -7.0515 -2.4765 -1.0761
H -7.4494 -3.6829 -2.3227
H -3.1012 -1.0711 2.0163
H -0.3571 -0.9402 1.1028
H -1.2134 0.6482 0.7515
H -0.4397 1.0560 2.8617
H -2.0630 0.4606 3.2651
H -1.0663 -0.9518 4.6908
H -0.5405 -1.9468 3.3366
H -5.3574 0.2507 -1.3987
H -6.0251 1.6233 -0.5289
H -3.5209 1.2680 -2.2351
H -4.5489 2.7741 -2.0598
H -3.2917 2.3132 -0.8208
H -2.9948 1.7640 1.4723
H -4.2266 1.0700 2.6008
H -4.4214 3.4119 0.6749
H -5.9160 2.7331 1.2999
H -5.5938 4.1575 3.0483
H -4.1758 3.1828 3.6280
H -4.1771 5.3565 1.4475
H -3.6765 5.7418 3.1564
H -1.8069 3.9654 2.8274
H -2.3976 3.7337 1.1221
H -1.7448 6.5154 1.9094
H -1.3635 5.6955 0.3851
H 1.9539 3.2957 0.3148
H 1.4161 4.8649 -0.2725
H 0.3647 3.4494 -0.4291
H -5.2264 -1.1880 1.8812
H -5.9685 -1.1777 0.2683
C 7.7800 1.3815 -3.4953
O 6.3659 1.4854 -3.2349
P 5.8824 2.5992 -2.0515
O 4.4594 2.0902 -2.0586
O 6.1175 3.8700 -3.0352
C 5.2758 4.0095 -4.1735
O 5.6471 3.6570 -0.7651
C 5.2432 3.0538 0.4684
H 7.9417 0.5308 -4.1541
H 8.1419 2.2865 -3.9901
H 8.3352 1.2196 -2.5710
H 4.5543 3.1982 -4.2632
H 5.8984 4.0256 -5.0696
H 4.7428 4.9570 -4.0951
H 5.7762 2.1189 0.6410
H 4.1712 2.8676 0.4556
H 5.4749 3.7435 1.2791
C 6.3100 -1.1495 3.4114
O 6.8399 -0.9641 2.0831
P 7.2748 -2.3592 1.2358
O 7.9589 -1.6929 0.0744
O 5.7346 -2.7707 0.9436
C 5.0102 -2.0111 -0.0179
O 7.7468 -3.9465 0.9998
C 9.1586 -4.1924 1.0048
H 6.2237 -0.1723 3.8820
H 5.3193 -1.6073 3.3635
H 6.9740 -1.7718 4.0125
H 5.5997 -1.1993 -0.4420
H 4.1301 -1.5853 0.4668
H 4.6852 -2.6737 -0.8196
H 9.6617 -3.6063 1.7731
H 9.5775 -3.9536 0.0284
H 9.3157 -5.2497 1.2130
*
```

Summary:
**Calculated total energy**: -168680.7284 eV
**Highest occupied orbital energy**: -9.32 eV
**SMILES**: CCN[C@@H](O[C@@H](CCOCC)COC)[C@@H](CCCCl)O[C@](CC)(CCCCCCOC(C)=O)CC(=O)Br.COP(=O)(OC)OC.COP(=O)(OC)OC
**HOMO-LUMO gap**: 7.55 eV

Results of the Mulliken charge analysis, in e, for atoms 1 through 99: number 1, C, carries -1.298; number 2, C, carries 0.185; number 3, N, carries -0.161; number 4, C, carries -1.794; number 5, O, carries -0.566; number 6, C, carries 1.209; number 7, C, carries -1.543; number 8, C, carries -0.503; number 9, O, carries -0.275; number 10, C, carries -0.364; number 11, C, carries -0.617; number 12, C, carries -0.236; number 13, O, carries -0.457; number 14, C, carries -0.690; number 15, C, carries 0.652; number 16, C, carries -1.137; number 17, C, carries -0.335; number 18, C, carries -0.311; number 19, Cl, carries -0.221; number 20, O, carries 0.263; number 21, C, carries 0.642; number 22, C, carries -1.154; number 23, C, carries -1.022; number 24, C, carries -0.324; number 25, C, carries -0.389; number 26, C, carries -1.221; number 27, C, carries -1.264; number 28, C, carries 0.606; number 29, C, carries -0.789; number 30, O, carries -0.426; number 31, C, carries 0.809; number 32, C, carries -0.753; number 33, O, carries -0.511; number 34, C, carries 0.343; number 35, C, carries 0.056; number 36, O, carries -0.454; number 37, Br, carries -0.167; number 38, H, carries 0.320; number 39, H, carries 0.384; number 40, H, carries 0.336; number 41, H, carries -0.128; number 42, H, carries 0.224; number 43, H, carries 0.422; number 44, H, carries 0.834; number 45, H, carries 0.379; number 46, H, carries 0.389; number 47, H, carries 0.538; number 48, H, carries 0.386; number 49, H, carries 0.314; number 50, H, carries 0.318; number 51, H, carries 0.326; number 52, H, carries 0.348; number 53, H, carries -0.003; number 54, H, carries 0.192; number 55, H, carries -0.242; number 56, H, carries 0.543; number 57, H, carries 0.323; number 58, H, carries 0.184; number 59, H, carries 0.305; number 60, H, carries 0.597; number 61, H, carries 0.491; number 62, H, carries 0.194; number 63, H, carries 0.313; number 64, H, carries 0.020; number 65, H, carries 0.385; number 66, H, carries -0.007; number 67, H, carries 0.343; number 68, H, carries 0.566; number 69, H, carries 0.194; number 70, H, carries 0.327; number 71, H, carries 0.124; number 72, H, carries -0.473; number 73, H, carries 0.574; number 74, H, carries 0.235; number 75, H, carries 0.641; number 76, H, carries 0.348; number 77, H, carries 0.424; number 78, H, carries 0.373; number 79, H, carries 0.446; number 80, H, carries 0.298; number 81, H, carries -0.198; number 82, H, carries 0.396; number 83, H, carries 0.290; number 84, H, carries -0.025; number 85, H, carries 0.417; number 86, H, carries 0.194; number 87, H, carries 0.567; number 88, H, carries -0.588; number 89, C, carries -0.750; number 90, O, carries -0.298; number 91, P, carries 1.193; number 92, O, carries -0.578; number 93, O, carries -0.387; number 94, C, carries -0.651; number 95, O, carries -0.369; number 96, C, carries -0.529; number 97, H, carries 0.252; number 98, H, carries 0.310; number 99, H, carries 0.311


# 3
C35H37F3GeN4O5OsS | ωB97M-V/def2-TZVPD

Geometry as ORCA input:
```
! wB97M-V def2-TZVPD RIJCOSX def2/J DEFGRID3
* xyz 1 2
Os -0.9916 -0.1530 0.5640
N 3.6353 -2.2035 6.9929
C 2.5978 -1.6663 6.2797
C 1.3004 -2.1877 6.4050
C 0.2599 -1.6581 5.6727
C 0.4924 -0.6086 4.7901
C 1.7663 -0.0845 4.6545
C 2.8122 -0.6023 5.3913
S -0.8680 0.0555 3.8894
O -0.3926 1.2089 3.1657
O -1.9652 0.2329 4.7900
N -1.1774 -0.8897 2.6380
C -1.3186 -2.1628 2.3039
N -1.2845 -2.1512 0.9254
C -1.5475 -3.2879 0.3032
C -1.7566 -4.4500 1.0262
C -1.6830 -4.3654 2.4115
N -1.4768 -3.2272 3.0684
H 3.4317 -2.8236 7.7555
H 4.5030 -1.7026 7.0502
H 1.1144 -3.0065 7.0888
H -0.7399 -2.0588 5.7849
H 1.9354 0.7382 3.9724
H 3.8056 -0.1831 5.2871
H -1.5959 -3.2749 -0.7751
H -1.9635 -5.3828 0.5262
H -1.8131 -5.2513 3.0228
C 1.1720 -4.8126 -3.3777
C 0.3412 -4.0426 -4.1796
C -0.2232 -2.8780 -3.6811
C 0.0137 -2.4702 -2.3696
C 0.8703 -3.2442 -1.5829
C 1.4436 -4.4050 -2.0783
Ge -0.5924 -0.7047 -1.7409
C 0.9805 3.0568 -1.6444
C 0.3341 4.3541 -1.7803
C 0.7700 5.2779 -2.6827
C 1.8446 4.9414 -3.5168
C 2.4762 3.6951 -3.4971
C 2.0423 2.7665 -2.5948
C -1.4332 0.1996 -3.2612
C -0.9695 1.2843 -3.9979
C -1.7440 1.8832 -4.9833
C -3.0205 1.4097 -5.2510
C -3.5074 0.3254 -4.5338
C -2.7208 -0.2636 -3.5589
H 1.6096 -5.7229 -3.7660
H 0.1341 -4.3469 -5.1974
H -0.8643 -2.2872 -4.3252
H 1.1137 -2.9356 -0.5688
H 2.0978 -4.9934 -1.4479
H -0.5091 4.5717 -1.1405
H 0.3045 6.2481 -2.7761
H 2.1955 5.6857 -4.2239
H 3.2787 3.4841 -4.1888
H 2.4722 1.7728 -2.5461
H 0.0383 1.6604 -3.8572
H -1.3464 2.7141 -5.5532
H -3.6268 1.8771 -6.0156
H -4.5007 -0.0560 -4.7302
H -3.1375 -1.1008 -3.0037
C 1.5102 2.7810 -0.1702
C 0.4089 2.7027 0.8717
O -0.7603 2.0015 0.3619
C -1.9763 2.8268 0.6051
C -2.4016 2.9478 2.0429
H 2.2205 3.5591 0.1137
H 0.2294 2.2431 -1.6726
H 2.0488 1.8464 -0.2183
H 0.1009 3.7052 1.1636
H 0.7744 2.1920 1.7552
H -2.7270 2.3732 -0.0303
H -1.7301 3.8097 0.2040
H -2.7990 2.0209 2.4450
H -3.2017 3.6936 2.0404
H -1.6074 3.2966 2.6991
C 3.4158 -0.5645 -0.7241
C 1.9249 -0.3444 -0.6505
O 1.3356 -0.1078 -1.7714
O 1.3306 -0.3947 0.4387
H 3.6442 -1.2192 -1.5624
H 3.7854 -0.9844 0.2078
H 3.9220 0.3890 -0.8934
F -3.5243 0.6791 -0.5943
C -3.0352 -0.1261 0.4242
F -3.5681 -1.3553 0.0688
F -3.7380 0.2309 1.5139
*
```

Summary:
**Calculated total energy**: -131057.1395 eV
**Energy above the lowest of the compared OMol25 structures with the same formula, charge and spin**: 79.1 kcal per mole
**Highest occupied orbital energy (alpha / beta)**: -9.87 / -9.85 eV
**HOMO-LUMO gap (alpha / beta)**: 4.26 / 4.24 eV

Charge distribution, Mulliken scheme, values in e: number 1, Os, carries 3.232; number 2, N, carries -0.501; number 3, C, carries 1.138; number 4, C, carries -0.817; number 5, C, carries -0.623; number 6, C, carries -0.294; number 7, C, carries 0.023; number 8, C, carries -0.973; number 9, S, carries 1.136; number 10, O, carries -0.749; number 11, O, carries -0.732; number 12, N, carries -0.796; number 13, C, carries 0.587; number 14, N, carries -0.076; number 15, C, carries 0.068; number 16, C, carries -1.094; number 17, C, carries -0.519; number 18, N, carries -0.528; number 19, H, carries 0.210; number 20, H, carries 0.206; number 21, H, carries 0.292; number 22, H, carries 0.434; number 23, H, carries 0.387; number 24, H, carries 0.287; number 25, H, carries 0.760; number 26, H, carries 0.454; number 27, H, carries 0.441; number 28, C, carries -0.587; number 29, C, carries -0.796; number 30, C, carries -0.673; number 31, C, carries 0.088; number 32, C, carries 0.309; number 33, C, carries -1.093; number 34, Ge, carries 0.249; number 35, C, carries 3.274; number 36, C, carries -0.204; number 37, C, carries -0.999; number 38, C, carries -0.393; number 39, C, carries -0.749; number 40, C, carries -0.636; number 41, C, carries 0.243; number 42, C, carries 0.127; number 43, C, carries -0.554; number 44, C, carries -0.664; number 45, C, carries -0.688; number 46, C, carries -0.433; number 47, H, carries 0.408; number 48, H, carries 0.428; number 49, H, carries 0.364; number 50, H, carries 0.560; number 51, H, carries 0.464; number 52, H, carries 0.248; number 53, H, carries 0.511; number 54, H, carries 0.432; number 55, H, carries 0.508; number 56, H, carries 0.275; number 57, H, carries 0.202; number 58, H, carries 0.430; number 59, H, carries 0.397; number 60, H, carries 0.440; number 61, H, carries 0.393; number 62, C, carries -0.621; number 63, C, carries -0.942; number 64, O, carries 1.071; number 65, C, carries -0.584; number 66, C, carries -1.356; number 67, H, carries 0.678; number 68, H, carries -1.425; number 69, H, carries -0.271; number 70, H, carries 0.913; number 71, H, carries -0.246; number 72, H, carries 0.283; number 73, H, carries 0.547; number 74, H, carries 0.181; number 75, H, carries 0.558; number 76, H, carries 0.301; number 77, C, carries -1.502; number 78, C, carries 0.728; number 79, O, carries -0.690; number 80, O, carries -0.777; number 81, H, carries 0.368; number 82, H, carries 0.332; number 83, H, carries 0.302; number 84, F, carries -0.257; number 85, C, carries 0.099; number 86, F, carries -0.288; number 87, F, carries -0.240